Entry 1:
47
Properties=species:S:1:pos:R:3:mulliken_charge:R:1 method="wB97M-V/def2-TZVPD" spin_multiplicity=5 e_homo_ev="-6.69 / -6.33" s2=6.036 charge=-1 gap_ev="7.944 / 4.080"
Pt 2.332 -1.158 -0.153 1.930
F 3.985 -2.447 2.147 -0.193
C 5.127 -1.770 2.116 0.743
F 5.269 -1.156 3.292 -0.238
F 6.126 -2.647 1.991 -0.224
S 5.115 -0.519 0.704 0.785
O 4.682 -1.259 -0.457 -0.683
O 6.426 0.028 0.662 -0.613
N 3.983 0.433 1.262 -0.402
S 3.511 1.605 0.318 1.069
O 4.522 2.479 -0.160 -0.618
O 2.525 1.172 -0.648 -0.749
C 2.539 2.631 1.570 0.604
F 3.379 3.384 2.279 -0.245
F 1.833 1.903 2.426 -0.160
F 1.694 3.457 0.947 -0.222
F 1.864 -5.599 -2.140 -0.260
C 3.040 -4.972 -1.950 0.616
F 3.687 -5.022 -3.119 -0.259
F 3.739 -5.719 -1.087 -0.243
C 2.797 -3.519 -1.426 0.887
O 2.782 -2.592 -2.224 -0.669
O 2.582 -3.450 -0.198 -0.754
S -3.978 5.044 -1.279 -0.360
C -3.252 3.627 -0.849 0.234
S -1.622 3.592 -0.202 -0.060
C -1.767 1.811 -0.081 0.148
N -2.912 1.394 -0.497 -0.746
N -3.730 2.353 -0.929 0.649
C -4.980 1.908 -1.409 0.794
C -6.093 2.732 -1.521 -0.455
C -7.285 2.207 -1.988 -0.706
C -7.384 0.869 -2.325 -0.415
C -6.277 0.046 -2.198 -0.623
C -5.077 0.557 -1.747 -0.320
S -0.532 0.874 0.575 0.237
H -6.042 3.772 -1.246 0.206
H -8.148 2.849 -2.083 0.361
H -8.320 0.464 -2.679 0.377
H -6.346 -1.000 -2.454 0.366
H -4.208 -0.071 -1.646 0.507
Cl 0.145 -0.873 -1.206 -0.284
N 0.162 -1.520 6.156 -0.574
C 0.546 -1.624 5.071 0.474
N 0.974 -1.884 3.899 -0.648
C 1.196 -1.400 2.788 0.703
N 1.390 -0.991 1.702 -0.965

Entry 2:
87
Properties=species:S:1:pos:R:3:mulliken_charge:R:1 method="wB97M-V/def2-TZVPD" e_homo_ev=-10.56 relative_energy_kj_mol=535.1 charge=+1 gap_ev=4.919
Au -1.146 -2.033 1.699 1.160
N -3.652 0.157 8.185 -0.468
C -3.859 -0.478 7.001 1.180
C -4.134 -1.858 6.972 -0.774
C -4.298 -2.508 5.771 -0.518
C -4.206 -1.784 4.588 0.019
C -3.945 -0.419 4.588 -0.542
C -3.784 0.234 5.789 -0.862
S -4.222 -2.648 3.060 1.131
O -4.516 -1.774 1.970 -0.629
O -4.889 -3.899 3.173 -0.637
N -2.551 -2.942 2.888 -0.167
C -1.918 -4.125 3.000 0.558
N -2.330 -5.205 3.640 -0.449
C -1.558 -6.275 3.563 -0.097
C -0.338 -6.298 2.876 -0.833
C 0.058 -5.124 2.283 -0.104
N -0.723 -4.046 2.356 -0.363
H -3.707 -0.343 9.051 0.189
H -3.464 1.141 8.212 0.189
H -4.215 -2.401 7.905 0.308
H -4.502 -3.570 5.722 0.488
H -3.877 0.105 3.642 0.559
H -3.599 1.300 5.813 0.319
H -1.921 -7.154 4.085 0.456
H 0.277 -7.182 2.827 0.410
H 1.000 -5.018 1.760 0.527
C 4.998 1.264 -2.190 -2.101
C 3.954 2.273 -2.696 2.322
C 3.393 3.033 -1.498 -1.591
C 4.710 3.288 -3.576 -1.873
C 2.857 1.536 -3.541 2.002
O 3.512 0.981 -4.695 -0.716
C 1.736 2.464 -4.127 -1.818
C 0.387 2.734 -3.421 0.398
C 0.242 4.015 -2.635 -0.071
C 0.193 5.233 -3.309 -0.366
C -0.006 6.425 -2.633 -0.857
C -0.164 6.411 -1.255 0.399
Cl -0.433 7.890 -0.408 -0.211
C -0.114 5.214 -0.559 -1.262
C 0.090 4.032 -1.252 0.726
C 2.394 0.151 -2.956 -2.904
N 1.425 -0.089 -1.876 1.394
C 0.633 -1.277 -2.047 -0.716
N 0.227 -1.384 0.282 -0.536
C 1.311 -0.528 0.372 -0.776
N 1.891 0.087 -0.586 -0.765
H 5.880 1.807 -1.847 0.518
H 5.310 0.588 -2.987 0.361
H 4.619 0.684 -1.347 0.292
H 4.224 3.429 -0.911 0.595
H 2.807 2.380 -0.858 0.143
H 2.784 3.876 -1.817 0.341
H 5.357 3.884 -2.933 0.484
H 4.053 3.982 -4.100 0.265
H 5.360 2.795 -4.303 0.613
H 4.008 1.678 -5.135 0.583
H 1.498 1.984 -5.078 0.493
H 2.191 3.426 -4.367 0.093
H 0.163 1.889 -2.794 -1.117
H -0.376 2.772 -4.203 0.642
H 0.297 5.249 -4.388 0.467
H -0.052 7.362 -3.171 0.428
H -0.235 5.211 0.516 0.404
H 0.155 3.115 -0.678 0.349
H 3.317 -0.355 -2.684 0.812
H 2.000 -0.365 -3.834 0.559
H 0.173 -1.293 -3.036 0.870
H 1.720 -0.400 1.367 0.583
F -2.549 -4.138 -1.656 -0.312
C -1.416 -3.479 -1.537 -0.247
C -1.522 -2.211 -1.162 -0.189
N -0.467 -1.217 -0.981 1.325
C -1.174 0.105 -0.990 0.847
C -2.145 0.425 0.200 -0.037
O -2.859 1.361 -0.021 -0.587
O -2.046 -0.202 1.329 -0.601
C 1.537 -2.536 -1.824 0.257
O 2.721 -2.399 -1.717 -0.524
N 1.014 -3.815 -1.822 -0.015
C -0.240 -4.381 -1.715 0.212
O -0.379 -5.572 -1.705 -0.529
H -2.520 -1.834 -0.975 0.435
H -1.729 0.219 -1.918 0.752
H -0.436 0.892 -0.919 -0.624
H 1.745 -4.519 -1.811 0.331

Entry 3:
12
Properties=species:S:1:pos:R:3:mulliken_charge:R:1 method="wB97M-V/def2-TZVPD" smiles=Sc1cccn1S e_homo_ev=-8.53 relative_energy_kj_mol=89.7 charge=0 gap_ev=9.147
S 1.984 -0.728 0.082 -0.269
C 0.250 -0.722 -0.032 -0.091
C -0.620 -1.785 -0.020 -0.235
C -1.959 -1.281 0.005 -0.493
C -1.869 0.086 0.021 -0.267
N -0.536 0.437 0.009 0.052
S 0.026 2.046 -0.079 -0.130
H 2.260 -0.285 -1.144 0.134
H -0.330 -2.839 -0.049 0.402
H -2.872 -1.876 -0.012 0.369
H -2.641 0.845 0.066 0.384
H 0.370 2.217 1.194 0.144

Entry 4:
64
Properties=species:S:1:pos:R:3:mulliken_charge:R:1 method="wB97M-V/def2-TZVPD" e_homo_ev=-9.46 relative_energy_kj_mol=0.0 charge=+1 gap_ev=6.718
Ir 0.249 -0.544 -0.575 0.830
C 3.813 -6.389 -1.105 -1.535
C 2.986 -5.255 -0.567 0.553
C 1.870 -5.478 0.244 -1.063
C 1.077 -4.438 0.682 -0.444
C 1.346 -3.096 0.365 1.136
N 0.465 -2.082 0.693 -0.233
C -0.346 -2.185 1.822 0.009
C 0.161 -2.478 3.092 -0.013
C -0.652 -2.493 4.206 -0.936
C -2.012 -2.184 4.121 0.607
C -2.880 -2.145 5.347 -1.474
C -2.525 -1.896 2.867 -0.557
C -1.712 -1.928 1.738 -0.157
N -2.335 -1.779 0.462 0.138
C -3.497 -2.341 0.085 -0.037
C -3.747 -1.974 -1.218 -1.204
C -2.659 -1.188 -1.577 -0.207
N -1.808 -1.057 -0.556 -0.432
C 2.518 -2.882 -0.372 0.103
C 3.289 -3.936 -0.854 -0.870
N 3.063 -1.551 -0.545 0.511
C 4.277 -1.315 -0.195 -0.365
C 4.627 1.124 -1.051 -1.318
C 3.644 1.237 -1.928 -0.001
N 2.543 0.354 -2.053 0.298
H 4.187 -7.018 -0.296 0.359
H 4.670 -6.023 -1.668 0.349
H 3.225 -7.025 -1.768 0.333
H 1.598 -6.492 0.511 0.426
H 0.195 -4.655 1.270 0.482
H 1.220 -2.690 3.183 0.565
H -0.221 -2.725 5.173 0.406
H -2.776 -3.062 5.928 0.364
H -3.931 -2.028 5.087 0.353
H -2.602 -1.313 5.996 0.314
H -3.573 -1.645 2.756 0.463
H -4.049 -2.965 0.765 0.517
H -4.588 -2.254 -1.827 0.432
H -2.452 -0.723 -2.526 0.632
H 4.152 -3.717 -1.474 0.417
H 4.845 -2.143 0.216 0.592
H 5.357 1.923 -1.037 0.355
H 3.624 2.101 -2.576 0.501
C -0.695 2.130 -3.897 -0.929
C 0.530 2.154 -4.549 -0.539
C 1.615 1.523 -3.972 -0.553
C 1.449 0.884 -2.749 0.511
N 0.244 0.796 -2.151 -0.231
C -0.795 1.433 -2.714 -0.248
C 2.202 -0.381 -0.857 -0.940
C 4.946 0.009 -0.108 0.345
C 4.729 0.272 1.393 -0.893
C 3.588 0.651 1.983 -0.184
C 2.208 0.764 1.492 -0.298
C 1.799 0.339 0.301 -0.412
H -1.564 2.632 -4.296 0.416
H 0.641 2.662 -5.497 0.434
H 2.578 1.513 -4.461 0.584
H -1.727 1.376 -2.168 0.797
H 6.014 -0.196 -0.198 0.667
H 5.591 0.082 2.018 0.443
H 3.664 0.811 3.055 0.375
H 1.483 1.090 2.228 0.454

Entry 5:
80
Properties=species:S:1:pos:R:3:mulliken_charge:R:1 method="wB97M-V/def2-TZVPD" e_homo_ev=-9.14 charge=0 gap_ev=8.859
Na 0.385 0.628 0.493 0.960
O -3.780 6.062 -4.619 -0.613
C -3.266 4.924 -4.489 0.571
O -3.561 4.057 -3.455 -0.545
B -2.745 2.828 -3.643 1.200
O -1.975 3.115 -4.904 -0.514
C -2.361 4.247 -5.436 0.562
O -1.953 4.708 -6.516 -0.654
O -3.579 1.623 -3.731 -0.485
C -3.296 0.752 -2.711 0.480
O -3.779 -0.341 -2.459 -0.609
C -2.112 1.408 -1.901 0.294
O -1.860 2.571 -2.491 -0.464
O -1.648 0.935 -0.874 -0.313
C -4.123 -2.552 2.767 -0.543
C -2.773 -3.244 2.837 0.284
O -1.876 -2.153 2.867 -0.131
C -2.436 -1.061 2.333 0.508
O -1.878 0.012 2.083 -0.451
O -3.757 -1.313 2.193 -0.331
F -2.512 -3.920 1.744 -0.246
H -4.522 -2.370 3.765 0.348
H -4.846 -3.125 2.187 0.309
H -2.670 -3.829 3.751 0.276
O 0.930 0.053 -1.997 -0.187
C 1.636 -0.190 -3.003 0.718
O 1.282 -0.207 -4.291 -0.322
C 0.023 0.209 -4.674 0.162
C -0.997 -0.972 -4.989 -0.817
C 3.101 -0.695 -2.823 -1.393
H 0.086 0.784 -5.598 0.394
H -0.406 0.866 -3.917 -0.057
H -0.624 -1.719 -5.690 0.377
H -1.901 -0.526 -5.404 0.363
H -1.303 -1.468 -4.068 -0.035
H 3.299 -1.523 -3.504 0.389
H 3.423 -1.037 -1.839 0.261
H 3.817 0.053 -3.163 0.374
O 0.847 2.859 0.688 -0.458
C 0.995 3.800 1.482 0.600
O 1.843 4.852 1.411 -0.310
C 2.893 4.867 0.451 -0.081
C 3.738 6.139 0.661 -1.233
C 0.128 3.801 2.753 -0.990
H 2.542 4.742 -0.573 0.313
H 3.528 4.005 0.659 0.217
H 3.110 6.917 0.226 0.315
H 4.662 6.052 0.089 0.365
H 4.018 6.443 1.670 0.322
H -0.168 4.836 2.923 0.379
H 0.747 3.498 3.596 0.177
H -0.676 3.068 2.819 0.277
O 1.079 0.315 2.993 -0.197
C 1.618 -0.112 4.040 0.547
O 2.025 -1.353 4.276 -0.359
C 2.052 -2.264 3.164 0.501
C 2.308 -3.674 3.710 -1.425
C 1.701 0.755 5.237 -1.225
H 2.912 -1.942 2.578 0.225
H 1.112 -2.284 2.612 -0.099
H 1.547 -4.146 4.330 0.324
H 3.241 -3.637 4.271 0.439
H 2.552 -4.328 2.873 0.323
H 1.344 0.097 6.030 0.370
H 1.158 1.698 5.185 0.256
H 2.762 0.993 5.306 0.335
O 0.316 -1.843 0.161 -0.256
C -0.295 -2.716 -0.488 0.295
O 0.072 -4.004 -0.578 -0.359
C 1.020 -4.625 0.271 -0.271
C 0.405 -5.344 1.467 -0.920
C -1.490 -2.361 -1.434 0.172
H 1.912 -4.033 0.476 0.300
H 1.387 -5.386 -0.417 0.380
H 0.174 -4.602 2.232 -0.014
H 1.165 -5.989 1.909 0.441
H -0.484 -5.888 1.149 0.333
H -2.409 -2.254 -0.857 0.171
H -1.574 -3.108 -2.222 0.508
H -1.258 -1.435 -1.960 -0.802

Entry 6:
17
Properties=species:S:1:pos:R:3:mulliken_charge:R:1 method="wB97M-V/def2-TZVPD" e_homo_ev="-9.51 / -8.06" relative_energy_kj_mol=466.0 charge=0 gap_ev="8.459 / 7.204"
C 0.746 0.213 1.310 -1.604
C -1.679 0.068 0.601 -1.698
C -0.246 -0.300 0.295 1.410
N -0.103 -1.673 0.028 -0.673
O -0.846 0.170 -2.437 -0.537
O 1.579 -0.062 -1.823 -0.507
P 0.125 0.541 -1.419 0.267
H 1.727 -0.237 1.161 0.407
H 0.409 -0.029 2.316 0.376
H 0.841 1.295 1.221 0.379
H -2.032 -0.481 1.473 0.430
H -2.318 -0.171 -0.248 0.433
H -1.750 1.137 0.794 0.377
H -0.772 -2.031 -0.643 0.276
H 0.835 -1.967 -0.215 0.270
H 2.258 0.462 -1.397 0.382
H 1.224 3.064 -1.019 0.011

Entry 7:
19
Properties=species:S:1:pos:R:3:mulliken_charge:R:1 method="wB97M-V/def2-TZVPD" e_homo_ev=-10.16 relative_energy_kj_mol=590.3 charge=0 gap_ev=8.828
C 0.309 -1.131 1.684 0.540
C -1.469 -0.659 0.253 -0.653
C -0.530 0.044 -0.709 1.129
C -0.879 1.529 -1.004 -1.297
C 0.433 -0.810 -1.387 -0.989
N 0.716 0.043 1.105 -0.205
N 1.911 0.655 1.310 0.816
O 0.823 -1.799 2.526 -0.524
O 2.532 0.376 2.332 -0.582
O 2.208 1.516 0.510 -0.627
O -0.887 -1.528 1.146 -0.319
H -2.008 0.140 0.784 0.322
H -2.265 -1.259 -0.206 0.357
H 0.033 2.082 -1.349 0.312
H -1.383 2.200 -0.271 0.366
H -1.655 1.528 -1.904 0.353
H 1.169 -0.141 -1.766 0.399
H -0.037 -1.275 -2.349 0.310
H 0.980 -1.508 -0.704 0.295

Entry 8:
101
Properties=species:S:1:pos:R:3:mulliken_charge:R:1 method="wB97M-V/def2-TZVPD" e_homo_ev=-7.14 relative_energy_kj_mol=0.0 charge=-1 gap_ev=9.527
Cl 0.116 1.006 -0.917 1.622
O 1.542 1.168 -0.938 -1.020
O -0.192 0.133 0.259 -0.823
O -0.580 2.254 -0.751 -0.760
O -0.322 0.336 -2.090 -0.594
C -3.397 -4.357 0.242 -1.157
C -1.932 -4.131 0.752 0.720
O -1.673 -3.959 1.930 -0.653
N -0.972 -4.175 -0.222 -0.119
C 0.463 -3.922 0.016 -0.530
H -3.663 -5.430 0.315 0.379
H -3.589 -4.057 -0.795 0.364
H -4.077 -3.885 0.946 0.201
H -1.268 -4.533 -1.121 0.233
H 0.681 -3.935 1.078 0.179
H 0.698 -2.933 -0.401 0.074
H 0.984 -4.737 -0.553 0.311
C 1.280 1.506 -4.692 -0.753
C 2.426 0.534 -4.515 0.847
O 2.756 -0.115 -5.501 -0.776
N 2.949 0.496 -3.280 0.040
C 4.062 -0.374 -2.929 -0.670
H 1.337 1.975 -5.699 0.393
H 1.330 2.288 -3.895 0.256
H 0.330 0.954 -4.612 -0.009
H 2.364 0.789 -2.500 0.227
H 4.960 0.203 -2.746 0.274
H 4.226 -0.991 -3.831 0.403
H 3.774 -0.884 -2.010 -0.034
C 3.174 -1.495 0.407 -0.450
C 2.533 -2.110 1.617 0.360
O 2.991 -3.137 2.079 -0.697
N 1.520 -1.344 2.155 0.275
C 0.776 -1.925 3.249 -0.844
H 2.387 -1.217 -0.272 -0.105
H 3.874 -2.184 -0.069 0.376
H 3.668 -0.603 0.812 0.220
H 1.025 -0.671 1.556 0.080
H 1.560 -2.309 3.908 0.409
H 0.095 -2.726 2.912 0.184
H 0.216 -1.151 3.763 0.201
C -6.014 -0.929 0.891 -0.901
C -5.410 -1.265 -0.470 0.765
O -5.674 -2.301 -1.023 -0.633
N -4.582 -0.251 -0.885 -0.069
C -3.620 -0.489 -1.939 -0.850
H -7.089 -1.136 0.906 0.384
H -5.861 0.089 1.148 0.317
H -5.534 -1.615 1.597 0.058
H -4.426 0.430 -0.129 -0.077
H -2.721 -1.001 -1.576 0.163
H -3.365 0.444 -2.398 0.401
H -4.092 -1.130 -2.711 0.335
C -0.324 -2.030 -5.539 -0.620
C 0.016 -2.475 -6.949 0.494
O -0.741 -3.155 -7.652 -0.678
N 1.251 -2.072 -7.466 -0.083
C 1.643 -2.376 -8.840 -0.942
H 0.576 -1.799 -4.998 0.114
H -0.761 -2.850 -5.002 0.311
H -1.031 -1.213 -5.506 0.228
H 1.868 -1.397 -6.923 0.373
H 2.561 -1.832 -8.949 0.377
H 0.825 -2.035 -9.503 0.262
H 1.854 -3.454 -8.945 0.250
C -3.494 2.788 0.956 -1.150
C -3.369 1.751 2.046 0.767
O -3.932 1.874 3.146 -0.721
N -2.747 0.549 1.711 0.994
C -2.596 -0.441 2.749 -0.718
H -2.553 2.833 0.370 0.095
H -3.713 3.782 1.301 0.396
H -4.284 2.437 0.273 0.406
H -1.956 0.559 1.051 -0.420
H -1.914 -1.121 2.292 0.153
H -3.516 -0.990 2.974 0.226
H -2.126 -0.086 3.674 0.190
C -0.322 3.031 2.442 0.242
C 0.022 2.817 3.866 0.391
O 1.192 2.774 4.238 -0.705
N -1.007 2.755 4.719 -0.010
C -0.729 2.796 6.130 -1.090
H -1.084 3.818 2.331 0.371
H -0.702 2.127 1.988 -0.476
H 0.584 3.354 1.941 0.247
H -1.940 2.701 4.386 0.113
H -0.876 3.755 6.631 0.294
H 0.298 2.424 6.264 0.355
H -1.313 2.091 6.685 0.373
C 4.929 5.025 5.215 -1.164
C 4.908 4.553 3.806 0.667
O 5.510 5.083 2.907 -0.604
N 4.123 3.376 3.648 -0.107
C 4.159 2.767 2.363 -0.823
H 5.128 4.155 5.850 0.309
H 3.930 5.367 5.486 0.282
H 5.604 5.837 5.441 0.339
H 3.378 3.134 4.310 0.309
H 3.505 3.299 1.601 0.210
H 3.932 1.684 2.395 0.242
H 5.188 2.831 2.019 0.404

| no. | E_tot (eV) |
| --- | --- |
| 1 | -130224.17887 |
| 2 | -91251.54595 |
| 3 | -27388.78606 |
| 4 | -44341.45269 |
| 5 | -71138.96865 |
| 6 | -18145.06429 |
| 7 | -16479.05561 |
| 8 | -74809.31045 |